Record 1
# C7H12N2OS

An isolated molecule of C7H12N2OS (the ωB97M-V functional and the def2-TZVPD basis, the Open Molecules 2025 dataset).

Each line ends with the Mulliken charge.
Element x y z (Å)
C 0.6111 0.3329 0.8370  0.51
C -0.0788 -0.0532 -0.2489  -0.09
C 0.1929 1.4581 1.7796  -0.80
C -1.0402 2.1419 1.2605  -0.85
C -1.1699 2.1225 -0.3014  -0.78
C 1.2634 -2.3605 0.6854  -0.48
C -0.3299 -1.3437 -2.4205  -0.89
N 1.0076 -2.1534 -0.6884  -0.49
N -0.0896 -1.2978 -0.9783  0.14
O -0.8934 0.8673 -0.8863  -0.37
S 1.7401 -0.8517 1.6173  -0.21
H -0.0107 1.1298 2.8151  0.34
H 1.0285 2.0231 1.8693  0.46
H -1.8539 1.5564 1.4979  0.35
H -1.0644 3.1285 1.4684  0.45
H -2.0918 2.4034 -0.5817  0.47
H -0.4341 2.7825 -0.6254  0.40
H 0.3590 -2.6831 1.3868  0.25
H 2.0092 -3.1876 0.7168  0.39
H -1.2641 -0.7058 -2.5051  0.33
H 0.5449 -1.0072 -2.8522  0.34
H -0.4025 -2.4171 -2.8148  0.26
H 1.9665 -1.8854 -1.0311  0.27

As for the SMILES: CN1NCSC2=C1OCCC2. As for the lowest unoccupied orbital energy: 0.91 eV. The calculation puts the frontier orbital gap at 8.13 eV. The highest occupied orbital energy is -7.2 eV.

***

Record 2
# C16H7F8IrNS6

A structure of composition C16H7F8IrNS6 (the ωB97M-V functional and the def2-TZVPD basis, the Open Molecules 2025 dataset).

Each line ends with the Mulliken charge.
Element x y z (Å)
Ir -0.1469 0.4328 -0.7642  0.79
F -0.5581 3.0361 5.9270  -0.23
C -0.5984 2.8160 4.6377  0.62
C -0.6502 1.5069 4.1649  -0.07
F -0.6627 0.4977 5.0169  -0.26
C -0.6964 1.2719 2.8083  0.26
F -0.7574 0.0093 2.3906  -0.29
C -0.6872 2.3263 1.8919  0.20
S -0.7545 2.2045 0.1497  -0.05
C -0.6382 3.6338 2.3944  0.27
F -0.6290 4.6536 1.5491  -0.28
C -0.5939 3.8864 3.7509  0.27
F -0.5467 5.1219 4.2021  -0.23
F 5.7461 -2.5441 -2.6335  -0.22
C 5.6681 -1.2132 -2.5843  0.78
F 5.8964 -0.7303 -3.8062  -0.22
F 6.6039 -0.7569 -1.7579  -0.25
C 4.2784 -0.8017 -2.1246  0.42
C 4.0918 -0.0486 -0.9780  -0.75
C 2.8064 0.2824 -0.6056  -0.02
N 1.7417 -0.0902 -1.3395  -0.46
C 1.9255 -0.8095 -2.4650  0.04
C 3.1796 -1.1930 -2.8779  -0.89
H 4.9280 0.2706 -0.3728  0.50
H 2.6064 0.8474 0.2934  0.48
H 1.0400 -1.0700 -3.0292  0.46
H 3.2946 -1.7793 -3.7792  0.44
C -3.9817 -2.8886 1.3346  -0.54
S -3.8906 -3.5660 -0.3483  0.06
C -3.8464 -2.1393 -1.3479  -0.12
C -2.8589 -1.1505 -1.3919  0.36
S -1.4414 -1.2645 -0.3735  -0.19
S -3.0582 0.0693 -2.5605  0.16
C -4.4966 -0.5675 -3.3010  0.04
S -5.2346 0.1367 -4.5687  0.06
S -5.0721 -2.0028 -2.5193  0.11
H -3.8620 -3.7589 1.9775  0.34
H -4.9607 -2.4465 1.4967  0.31
H -3.1843 -2.1824 1.5432  0.10

As for the lowest unoccupied orbital energy (alpha / beta): -8.67 / -9.68 eV. The calculation puts the frontier orbital gap (alpha / beta) at 6.12 / 5.41 eV. The highest occupied orbital energy (alpha / beta) is -14.8 / -15.1 eV. Its spin multiplicity is 2. Its total charge is +2.

***

DFT total energy, respectively: -23312.934 -107767.474 eV.
Largest force on an atom, respectively: 0.0970 0.0092 hartree/bohr.
ΔE to the lowest compared entry with this formula, charge and spin, respectively: 428.24 16.12 kJ/mol.